Entry from the OMol25 dataset: a molecular structure, C29H48N8O8PSn in a non-equilibrium geometry (wB97M-V/def2-TZVPD).

Geometry (Å):
Sn  -0.45  -0.14  -0.65
C  -2.87  -4.73  3.12
N  -1.59  -3.99  2.96
C  -0.37  -4.79  2.67
C  -1.54  -2.73  3.47
O  -2.54  -2.10  3.80
C  -0.21  -2.07  3.85
O  -0.04  -0.76  3.27
C  -0.49  0.23  4.23
C  -0.49  1.53  3.48
O  0.27  1.73  2.53
N  -1.34  2.51  3.94
C  -1.26  3.88  3.38
C  -2.32  2.25  4.94
H  -2.96  -5.47  3.91
H  -3.62  -3.94  3.27
H  -3.05  -5.23  2.16
H  -0.74  -5.72  2.48
H  0.19  -4.41  1.73
H  0.35  -4.84  3.50
H  -0.27  -1.84  4.97
H  0.69  -2.69  3.63
H  -1.43  -0.13  4.66
H  0.24  0.36  5.04
H  -0.49  3.80  2.59
H  -2.24  4.18  2.99
H  -1.01  4.66  4.15
H  -2.10  1.38  5.57
H  -2.38  3.14  5.58
H  -3.34  2.10  4.57
O  0.02  7.03  -4.35
C  0.64  5.77  -4.59
O  1.77  5.74  -4.98
C  -0.26  4.61  -4.29
C  0.45  3.41  -3.97
C  -0.31  2.30  -3.62
C  -1.67  2.46  -3.19
C  -2.35  3.64  -3.51
C  -1.68  4.65  -4.22
N  -2.24  1.47  -2.40
C  -3.51  1.45  -2.17
C  -4.02  0.51  -1.16
C  -5.36  0.02  -1.13
C  -5.79  -0.64  0.01
C  -4.85  -1.06  0.96
C  -3.51  -0.66  0.80
N  -3.10  0.14  -0.18
H  -0.88  6.92  -3.94
H  1.55  3.44  -4.12
H  0.32  1.38  -3.45
H  -3.43  3.78  -3.33
H  -2.28  5.45  -4.71
H  -4.27  2.08  -2.65
H  -5.96  0.36  -1.95
H  -6.87  -0.94  0.13
H  -5.16  -1.75  1.80
H  -2.75  -1.00  1.52
N  -0.90  -1.51  -2.56
C  -1.46  -2.81  -2.17
C  -0.80  -3.17  -0.78
O  -0.53  -4.35  -0.60
O  -0.65  -2.17  0.06
H  -1.44  -0.85  -3.20
H  -0.02  -1.69  -2.97
H  -1.29  -3.61  -2.86
H  -2.54  -2.66  -2.04
C  3.64  2.08  -1.20
N  3.54  0.91  -0.35
C  3.12  1.20  1.09
P  3.19  -0.53  -1.03
O  1.72  -0.84  -1.31
N  4.01  -0.69  -2.49
C  5.50  -0.56  -2.58
C  3.33  -1.18  -3.73
N  3.72  -1.58  0.16
C  3.14  -2.93  0.34
C  4.98  -1.33  0.86
H  2.70  2.67  -1.20
H  3.88  1.71  -2.19
H  4.52  2.64  -0.85
H  2.16  1.67  1.24
H  3.90  1.78  1.58
H  3.07  0.24  1.63
H  5.90  0.01  -1.71
H  5.83  -0.10  -3.54
H  5.96  -1.53  -2.57
H  2.41  -1.63  -3.53
H  4.00  -1.94  -4.24
H  3.10  -0.40  -4.46
H  3.67  -3.58  -0.49
H  2.06  -2.98  0.15
H  3.53  -3.22  1.37
H  5.49  -0.38  0.51
H  5.67  -2.12  0.59
H  4.80  -1.32  1.99

E_tot = -74268.7116 eV
total charge = +1
HOMO level = -11.06 eV
lowest unoccupied orbital energy = -3.77 eV
Kohn-Sham gap = 7.286 eV

Here are the Löwdin charges for atoms 1 to 4, given in e: 1.3721, -0.0238, -0.1101, -0.0318